Entry 1:
Below is 2 unconnected molecules or ions with the total composition C5H13N6O, with properties calculated with ωB97M-V/def2-TZVPD.

XYZ file:
```
25
C5H13N6O | OMol25 | ωB97M-V/def2-TZVPD
C -3.399 -1.109 0.562
C -2.972 -0.010 -0.007
C -1.344 -1.465 -0.283
C 3.697 -0.005 0.131
C 2.284 -0.493 0.027
N -2.358 -2.012 0.446
N -1.730 -0.222 -0.586
N 1.492 -0.255 -0.963
N -2.477 2.167 -0.614
N -3.500 1.277 -0.414
N 1.931 -1.345 1.055
O -0.268 -1.972 -0.530
H -4.300 -1.478 0.968
H 3.836 1.125 0.288
H 4.027 -0.127 -0.988
H 4.258 -0.565 0.858
H -2.533 -2.969 0.822
H 1.782 0.275 -1.746
H 0.728 -1.010 -1.124
H -2.105 2.582 0.249
H -2.829 2.878 -1.320
H -4.231 1.528 0.304
H 2.586 -1.763 1.599
H -1.297 0.398 -1.352
H 1.065 -1.874 0.946
```

Properties
Net charge: +1
HOMO level, Ha: -0.4079
Total energy, a.u.: -601.858694

These are the Löwdin partial charges, in e, on atoms 1 to 4:
1. C -0.040
2. C -0.275
3. C -0.529
4. C 0.010

Entry 2:
Below is C9H9ClO2S in the gas phase, with properties calculated with ωB97M-V/def2-TZVPD.

XYZ file:
```
22
C9H9ClO2S | OMol25 | ωB97M-V/def2-TZVPD
O 3.264 0.879 1.800
C 2.334 0.365 1.215
C 2.353 -1.064 0.774
C 1.739 -1.383 -0.366
S 1.709 -3.027 -1.012
C 1.105 -0.261 -1.139
O 1.161 -0.165 -2.345
C 0.460 0.776 -0.278
C -0.816 1.405 -0.721
C -1.933 0.358 -0.709
C -2.464 -0.010 0.671
Cl -2.651 1.381 1.774
C 1.083 1.085 0.864
H 2.840 -1.814 1.373
H 0.402 -3.306 -0.888
H -1.024 2.236 -0.061
H -0.731 1.787 -1.732
H -1.524 -0.559 -1.126
H -2.753 0.650 -1.354
H -3.446 -0.446 0.561
H -1.830 -0.733 1.164
H 0.723 1.845 1.536
```

Properties
SMILES: O=C1C=C(S)C(=O)C(CCCCl)=C1
HOMO level, Ha: -0.3594
Total energy, a.u.: -1357.167164

These are the Löwdin partial charges, in e, on atoms 1 to 4:
1. O 0.115
2. C -0.364
3. C -0.003
4. C -0.538

Entry 3:
Below is 4 unconnected molecules or ions with the total composition C29H46BN6O4P, with properties calculated with ωB97M-V/def2-TZVPD.

XYZ file:
```
87
C29H46BN6O4P | OMol25 | ωB97M-V/def2-TZVPD
C 2.041 -0.800 -0.557
C 2.034 -2.381 -0.108
C 0.791 -3.243 -0.759
C -0.451 -3.457 0.308
C -1.016 -1.958 0.682
C -0.761 -1.289 2.172
B 0.035 -2.077 3.421
O 1.372 -1.625 3.886
C -0.640 -3.406 4.156
C -2.133 -3.798 3.579
C -1.297 0.224 2.517
C -2.140 1.175 1.430
N -2.534 2.541 1.920
C -3.269 3.220 0.799
P -3.850 5.046 1.149
O -4.256 5.247 2.696
O -5.343 5.239 0.230
O -2.724 6.244 0.571
C -3.644 2.619 -0.665
N -3.220 1.238 -1.078
C -2.434 0.509 -0.026
C -1.870 -1.014 -0.403
C -2.185 -1.659 -1.882
C -1.695 -0.745 -3.152
C -2.895 -0.272 -4.216
N -0.408 -0.369 -3.447
H 1.116 -0.224 -0.126
H 2.172 -0.710 -1.721
H 3.011 -0.311 -0.072
H 3.064 -2.874 -0.444
H 2.020 -2.418 1.065
H 0.436 -2.711 -1.741
H 1.232 -4.302 -1.040
H -0.187 -4.128 1.230
H -1.312 -4.039 -0.280
H 1.424 -0.632 3.744
H -0.774 -3.241 5.328
H 0.054 -4.359 4.044
H -2.953 -2.983 3.806
H -2.161 -4.050 2.434
H -2.497 -4.784 4.138
H -1.080 0.678 3.599
H -5.126 5.636 -0.664
H -2.207 5.930 -0.232
H -4.240 3.299 -1.427
H -1.757 -2.739 -2.050
H -3.372 -1.772 -1.942
H -3.032 0.902 -4.157
H -3.932 -0.727 -3.847
H -2.675 -0.613 -5.314
H 0.198 -0.762 -2.693
C -7.532 -1.285 -5.175
C -6.628 -1.213 -6.399
C -6.071 -2.572 -6.818
C -5.161 -3.137 -5.812
N -4.446 -3.587 -5.015
H -6.984 -1.626 -4.291
H -7.941 -0.295 -4.951
H -8.370 -1.968 -5.346
H -5.808 -0.511 -6.200
H -7.206 -0.799 -7.234
H -5.526 -2.454 -7.762
H -6.893 -3.270 -7.011
C 4.886 3.616 1.279
C 3.383 3.831 1.160
C 2.592 3.193 2.301
C 2.682 1.727 2.294
N 2.757 0.569 2.291
H 5.146 2.555 1.216
H 5.405 4.134 0.466
H 5.265 4.009 2.228
H 3.038 3.440 0.194
H 3.186 4.909 1.156
H 1.539 3.485 2.205
H 2.942 3.584 3.263
C 7.630 -0.204 2.558
C 8.933 0.586 2.575
C 9.088 1.466 3.815
C 8.090 2.542 3.864
N 7.298 3.390 3.907
H 6.760 0.459 2.519
H 7.595 -0.852 1.677
H 7.543 -0.835 3.448
H 8.996 1.197 1.666
H 9.769 -0.123 2.542
H 10.090 1.911 3.807
H 9.021 0.852 4.720
```

Properties
SMILES: [H]/N=C(/C)Cc1c(CCCC)c(B(O)CC)cc2nc(P(=O)(O)O)cnc12.CCCC#N.CCCC#N.CCCC#N
HOMO level, Ha: -0.3068
Total energy, a.u.: -2127.868656

These are the Löwdin partial charges, in e, on atoms 1 to 4:
1. C -0.156
2. C -0.234
3. C -0.197
4. C -0.166

Entry 4:
Below is 2 unconnected molecules or ions with the total composition C7H13BClFO2, with properties calculated with ωB97M-V/def2-TZVPD.

XYZ file:
```
25
C7H13BClFO2 | OMol25 | ωB97M-V/def2-TZVPD
B -1.609 0.685 -0.155
C 0.528 0.058 -0.711
C 0.309 -0.003 0.839
C 1.660 1.017 -1.307
C 0.649 -1.287 -1.415
C 1.179 0.970 1.680
C 0.247 -1.417 1.489
C -3.058 1.152 -0.529
O -0.751 0.494 -1.184
O -1.033 0.491 1.035
F -3.747 1.779 0.360
Cl -3.187 -1.786 -0.243
H 1.884 1.782 -0.540
H 1.253 1.571 -2.146
H 2.373 0.278 -1.804
H 1.701 -1.761 -1.304
H 0.587 -1.117 -2.466
H -0.094 -1.975 -1.132
H 2.218 1.015 1.372
H 0.995 0.605 2.652
H 0.867 2.104 1.634
H 0.023 -1.443 2.531
H 1.150 -1.918 1.642
H -0.401 -2.203 1.073
H -3.742 0.911 -1.371
```

Properties
HOMO level (spin up / spin down), Ha: -0.3573 / -0.3418
Total energy, a.u.: -1009.875880

These are the Löwdin partial charges, in e, on atoms 1 to 4:
1. B -0.788
2. C -0.406
3. C -0.376
4. C 0.025

Entry 5:
Below is a molecular structure, C8H15NP, with properties calculated with ωB97M-V/def2-TZVPD.

XYZ file:
```
25
C8H15NP | OMol25 | ωB97M-V/def2-TZVPD
C -3.311 -0.817 -0.354
C -2.125 -0.507 -1.028
C -3.383 -0.016 0.763
C -1.463 0.375 -0.279
C 0.901 -0.536 1.476
C 1.580 -1.320 -1.356
C 2.966 0.887 0.115
C 0.227 1.327 -0.605
N -2.174 0.690 0.846
P 1.386 0.025 -0.125
H -4.021 -1.514 -0.822
H -1.872 -0.777 -1.960
H -4.140 0.191 1.538
H 0.613 0.227 2.167
H 1.774 -1.080 1.957
H 0.160 -1.315 1.314
H 0.682 -1.807 -1.282
H 2.456 -1.910 -1.024
H 1.765 -0.696 -2.288
H 3.293 1.357 -0.767
H 3.639 0.414 0.758
H 2.581 1.751 0.710
H 0.176 1.845 -1.473
H -0.001 1.959 0.229
H -1.710 1.246 1.491
```

Properties
Net charge: +1
HOMO level, Ha: -0.4378
Total energy, a.u.: -709.619262

These are the Löwdin partial charges, in e, on atoms 1 to 4:
1. C -0.074
2. C -0.108
3. C -0.070
4. C -0.208

Entry 6:
Below is a molecular structure, C26H46O2P2Ti, with properties calculated with ωB97M-V/def2-TZVPD.

XYZ file:
```
77
C26H46O2P2Ti | OMol25 | ωB97M-V/def2-TZVPD
Ti 1.322 -0.457 -0.271
C 3.180 0.616 0.340
C 2.745 -0.253 1.416
C 3.340 -1.585 -0.416
C 3.540 -0.215 -0.790
C 2.840 -1.617 0.939
C 3.360 2.097 0.379
H 3.048 2.520 1.338
H 2.800 2.603 -0.424
H 4.421 2.348 0.224
C 4.210 0.248 -2.036
H 4.151 1.336 -2.146
H 3.772 -0.205 -2.933
H 5.273 -0.041 -2.024
C 3.768 -2.761 -1.214
H 4.840 -2.692 -1.455
H 3.222 -2.806 -2.163
H 3.587 -3.697 -0.679
C 2.612 -2.865 1.723
H 3.574 -3.353 1.954
H 2.016 -3.601 1.163
H 2.102 -2.662 2.670
C 2.468 0.131 2.831
H 3.283 -0.204 3.487
H 1.550 -0.340 3.201
H 2.376 1.215 2.941
C -3.306 2.530 -0.277
C -2.577 3.210 0.624
C -2.965 3.354 2.062
C -3.532 2.061 2.705
C -2.927 0.763 2.241
C -3.544 -0.050 1.365
C -4.630 0.381 0.420
C -4.634 1.885 0.005
H -3.722 4.145 2.197
H -4.627 2.055 2.593
H -2.093 3.689 2.640
H -5.214 2.464 0.736
H -2.999 2.529 -1.330
H -1.725 3.822 0.312
H -5.210 1.947 -0.929
H -4.576 -0.226 -0.498
H -3.342 -1.124 1.369
H -5.621 0.171 0.856
H -3.361 2.139 3.788
H -2.058 0.418 2.816
P -0.178 1.322 -0.644
P -0.532 -2.122 0.004
C -1.692 0.314 -0.959
C -1.786 -1.225 -0.991
H -2.144 0.719 -1.874
H -2.288 0.665 -0.118
H -2.776 -1.532 -0.617
H -1.727 -1.547 -2.042
C -0.379 -3.770 -0.695
H 0.344 -4.345 -0.099
H -0.002 -3.709 -1.726
H -1.354 -4.275 -0.683
C -1.056 -2.326 1.723
H -2.075 -2.732 1.780
H -1.016 -1.376 2.273
H -0.368 -3.026 2.220
C -0.120 2.801 -1.649
H 0.793 3.366 -1.405
H -0.998 3.444 -1.514
H -0.055 2.464 -2.694
C -0.076 1.673 1.153
H 0.241 0.812 1.765
H -1.067 1.948 1.518
H 0.608 2.511 1.350
C 1.495 -1.883 -4.497
O 1.631 -1.751 -3.068
C 1.018 -0.670 -2.516
O 0.413 0.135 -3.225
H 2.215 -2.649 -4.784
H 1.717 -0.941 -5.008
H 0.480 -2.216 -4.726
```

Properties
Net charge: +1
Multiplicity: 2
<S²>: 0.755
HOMO level (spin up / spin down), Ha: -0.3803 / -0.4086
Total energy, a.u.: -2700.674734

These are the Löwdin partial charges, in e, on atoms 1 to 4:
1. Ti 0.638
2. C -0.281
3. C -0.300
4. C -0.266